1.
The following is a DFT calculation (wB97M-V/def2-TZVPD) of a structure of composition C10H12N2O3P2Pt.

Atoms and positions in Å:
C1 -1.729 -1.045 3.182
P1 -2.805 -0.893 1.574
C2 -3.708 -2.568 1.379
C3 -1.482 -0.719 0.164
C4 -1.547 -1.659 -1.163
N1 -0.574 -1.664 -2.309
C5 0.465 -0.608 -2.057
C6 1.652 -0.435 -3.217
C7 2.861 0.678 -3.142
O1 3.873 0.785 -4.221
C8 2.899 1.701 -1.861
C9 1.750 1.537 -0.679
P2 1.833 2.748 0.802
O2 2.961 2.207 2.028
O3 0.261 3.112 1.461
C10 0.551 0.384 -0.771
N2 -0.418 0.321 0.375
H1 -2.378 -1.097 4.162
H2 -1.064 -2.022 3.020
H3 -0.944 -0.154 3.282
H4 -2.921 -3.338 0.982
H5 -4.582 -2.381 0.588
H6 -4.150 -2.902 2.415
H7 -2.459 -2.425 -1.234
H8 1.632 -1.163 -4.137
H9 4.619 0.128 -4.019
H10 3.722 2.539 -1.772
H11 2.494 1.629 2.705
H12 0.183 2.774 2.421
Pt1 -0.992 4.531 0.041

E_HOMO	-14.4	eV
charge	+2
HOMO-LUMO gap	3.05	eV

Mulliken population analysis, charges in e, atoms 1 to 6: -0.792, 0.353, -0.967, 0.195, -0.136, -0.396


2.
The following is a DFT calculation (wB97M-V/def2-TZVPD) of a structure of composition C10H12N2O4PtS.

Atoms and positions in Å:
Pt1 -0.013 0.092 -0.789
C1 0.031 0.491 1.155
O1 0.048 0.540 2.293
C2 -0.027 2.029 -1.235
O2 -0.033 3.178 -1.137
C3 -2.018 -0.093 -0.730
O3 -3.142 -0.204 -0.461
C4 2.012 -0.074 -0.792
O4 3.154 -0.153 -0.591
C5 -0.005 -1.427 -4.061
H1 0.918 -1.983 -3.912
H2 -0.922 -1.985 -3.885
C6 -0.009 -0.134 -4.364
H3 -0.929 0.436 -4.455
H4 0.912 0.432 -4.479
S1 0.007 -2.435 -0.176
C7 0.013 -2.640 1.539
N1 -1.158 -2.965 2.132
C8 -1.289 -3.289 3.578
C9 -0.111 -2.634 4.306
C10 1.221 -2.900 3.685
N2 1.155 -2.594 2.247
H5 -1.982 -2.601 1.672
H6 -1.363 -4.386 3.748
H7 -2.249 -2.858 3.930
H8 -0.120 -2.954 5.348
H9 -0.333 -1.556 4.281
H10 1.603 -3.918 3.783
H11 1.929 -2.238 4.170
H12 1.968 -2.849 1.689

E_HOMO (spin up / spin down)	-15.0 / -16.5	eV
energy relative to the best compared isomer or geometry (same formula, charge and spin)	7.5	kJ/mol
2S+1	3
charge	+2
HOMO-LUMO gap (spin up / spin down)	7.30 / 6.24	eV

Mulliken population analysis, charges in e, atoms 1 to 6: 1.140, 0.029, -0.183, 0.252, -0.190, 0.307


3.
The following is a DFT calculation (wB97M-V/def2-TZVPD) of the ion C10H12N3 with charge +1.

Atoms and positions in Å:
C1 -2.108 0.194 2.828
C2 -0.901 -0.337 2.050
N1 -0.807 -0.241 0.829
C3 -0.752 -0.291 -0.449
C4 -1.362 -1.356 -1.098
C5 -1.385 -1.483 -2.478
C6 -0.842 -0.398 -3.259
C7 -0.207 0.692 -2.721
C8 0.087 0.720 -1.282
N2 1.466 0.321 -1.017
C9 2.117 0.429 0.181
C10 2.758 0.800 1.113
N3 3.393 1.035 2.252
H1 -2.671 -0.732 2.824
H2 -1.765 0.560 3.810
H3 -2.471 0.973 2.121
H4 -0.197 -0.888 2.679
H5 -1.717 -2.238 -0.559
H6 -1.725 -2.379 -3.039
H7 -0.804 -0.522 -4.308
H8 0.425 1.422 -3.138
H9 0.089 1.838 -0.893
H10 1.889 -0.448 -1.582
H11 3.456 1.933 2.462
H12 4.031 0.394 2.674

E_HOMO (spin up / spin down)	-10.9 / -10.9	eV
energy relative to the best compared isomer or geometry (same formula, charge and spin)	364.6	kJ/mol
charge	+1
HOMO-LUMO gap (spin up / spin down)	5.97 / 5.97	eV

Mulliken population analysis, charges in e, atoms 1 to 6: -0.948, 0.062, 0.062, 0.190, -0.473, -0.340


4.
The following is a DFT calculation (wB97M-V/def2-TZVPD) of the ion C10H12N3P with charge +2.

Atoms and positions in Å:
N1 4.745 -1.223 1.076
P1 4.060 -1.574 -0.259
N2 2.367 -0.914 -0.210
C1 1.741 -0.564 -1.348
C2 0.470 -0.041 -1.322
C3 -0.160 0.116 -0.089
C4 -1.545 0.650 0.003
C5 -1.845 1.986 -0.216
C6 -3.162 2.395 -0.136
N3 -4.121 1.509 0.147
C7 -3.871 0.217 0.387
C8 -2.568 -0.238 0.320
C9 0.509 -0.251 1.072
C10 1.788 -0.765 0.983
H1 5.084 -2.025 1.595
H2 3.966 -2.937 -0.592
H3 4.611 -0.902 -1.359
H4 2.258 -0.715 -2.284
H5 -0.051 0.246 -2.219
H6 -1.071 2.700 -0.443
H7 -3.436 3.422 -0.307
H8 -5.084 1.825 0.181
H9 -4.673 -0.458 0.627
H10 -2.362 -1.278 0.504
H11 0.017 -0.126 2.020
H12 2.331 -1.052 1.868

E_HOMO	-16.0	eV
charge	+2
HOMO-LUMO gap	7.97	eV

Mulliken population analysis, charges in e, atoms 1 to 6: -0.594, 0.238, 0.038, -0.328, -0.580, 0.647


5.
The following is a DFT calculation (wB97M-V/def2-TZVPD) of the ion C10H12N3S with charge +1.

Atoms and positions in Å:
C1 3.160 -1.383 2.111
C2 1.720 -0.961 2.315
N1 0.869 -1.665 1.339
C3 0.317 -1.064 0.314
S1 -0.436 -1.938 -0.915
C4 0.153 0.494 0.266
C5 1.433 1.100 -0.147
N2 2.435 1.525 -0.484
N3 -0.895 0.872 -0.715
C6 -2.080 1.418 -0.265
C7 -3.091 1.496 -1.187
C8 -2.980 1.100 -2.486
C9 -1.746 0.647 -2.890
C10 -0.699 0.561 -1.997
H1 3.304 -0.965 1.068
H2 3.760 -0.823 2.756
H3 3.297 -2.376 2.327
H4 1.252 -1.100 3.324
H5 1.503 0.164 2.126
H6 0.742 -2.728 1.360
H7 -0.266 0.874 1.174
H8 -2.433 1.775 0.661
H9 -4.094 1.641 -0.871
H10 -3.829 0.940 -3.102
H11 -1.617 0.147 -3.834
H12 0.219 0.248 -2.248

E_HOMO	-12.2	eV
energy relative to the best compared isomer or geometry (same formula, charge and spin)	163.1	kJ/mol
charge	+1
HOMO-LUMO gap	7.75	eV

Mulliken population analysis, charges in e, atoms 1 to 6: -1.087, -0.367, -0.111, 0.286, -0.303, -0.417


6.
The following is a DFT calculation (wB97M-V/def2-TZVPD) of a structure of composition C10H12N4O4Tb.

Atoms and positions in Å:
Tb1 -0.815 -1.751 -1.030
O1 -1.681 -3.296 1.856
C1 -1.469 -2.895 0.776
C2 -2.454 -0.730 -2.140
O2 -3.197 0.035 -2.629
C3 0.734 -2.723 -2.271
O3 1.696 -3.053 -2.842
C4 -2.107 -3.704 -2.039
O4 -2.671 -4.564 -2.488
C5 -0.262 -0.203 1.454
N1 -0.158 -0.075 -0.004
C6 1.275 -0.137 -0.429
N2 2.037 0.998 0.165
C7 1.844 0.906 1.647
N3 0.429 0.932 2.127
C8 -0.176 2.182 1.577
N4 -0.107 2.352 0.094
C9 -0.779 1.161 -0.497
C10 1.336 2.248 -0.273
H1 0.207 -1.142 1.801
H2 -1.324 -0.204 1.749
H3 1.354 -0.073 -1.533
H4 1.735 -1.087 -0.090
H5 2.382 1.753 2.114
H6 2.316 -0.033 1.996
H7 -1.239 2.217 1.882
H8 0.343 3.041 2.040
H9 -0.697 1.230 -1.596
H10 -1.846 1.179 -0.214
H11 1.870 3.111 0.171
H12 1.425 2.321 -1.375

E_HOMO (spin up / spin down)	-19.6 / -19.6	eV
2S+1	7
charge	+3
HOMO-LUMO gap (spin up / spin down)	4.86 / 5.14	eV

Mulliken population analysis, charges in e, atoms 1 to 6: 1.217, 0.011, 0.212, 0.209, 0.008, 0.250


7.
The following is a DFT calculation (wB97M-V/def2-TZVPD) of the ion C10H12NO with charge +1.

Atoms and positions in Å:
C1 -2.124 -1.231 -0.105
C2 -2.341 0.076 -0.046
C3 0.105 0.413 0.168
C4 0.352 -0.965 0.097
C5 2.436 0.661 -0.007
C6 4.636 -0.368 -0.107
C7 3.791 0.677 -0.162
C8 -0.813 -1.906 0.136
C9 -1.231 1.049 0.288
C10 -3.686 0.690 -0.256
N1 1.258 1.153 0.110
O1 1.531 -1.369 -0.001
H1 -2.937 -1.903 -0.334
H2 5.693 -0.235 -0.247
H3 4.262 -1.364 0.056
H4 4.181 1.676 -0.374
H5 -0.811 -2.393 1.121
H6 -0.643 -2.704 -0.593
H7 -1.305 1.917 -0.373
H8 -1.398 1.409 1.312
H9 -4.339 0.017 -0.802
H10 -3.608 1.627 -0.805
H11 -4.156 0.911 0.704
H12 1.145 2.162 0.221

E_HOMO (spin up / spin down)	-12.3 / -12.2	eV
energy relative to the best compared isomer or geometry (same formula, charge and spin)	377.8	kJ/mol
charge	+1
HOMO-LUMO gap (spin up / spin down)	6.66 / 6.35	eV

Mulliken population analysis, charges in e, atoms 1 to 6: -0.710, 0.666, -0.412, 0.865, 0.938, -0.670


8.
The following is a DFT calculation (wB97M-V/def2-TZVPD) of the ion C10H12NO with charge +1.

Atoms and positions in Å:
O1 -0.666 -2.164 0.368
C1 -1.292 -1.158 0.319
C2 -2.771 -0.808 -0.037
C3 -2.834 0.741 -0.164
C4 -1.384 1.195 -0.243
C5 -0.596 0.156 0.561
N1 0.828 0.165 0.152
C6 1.703 0.585 1.069
C7 3.024 0.418 0.876
C8 3.464 -0.107 -0.314
C9 2.558 -0.552 -1.218
C10 1.249 -0.516 -0.955
H1 -3.000 -1.441 -0.992
H2 -3.443 -1.218 0.876
H3 -3.475 0.937 -0.991
H4 -3.477 1.022 0.706
H5 -0.883 1.009 -1.143
H6 -1.388 2.274 0.012
H7 -0.778 0.278 1.586
H8 1.472 0.970 2.104
H9 3.803 0.627 1.615
H10 4.467 -0.276 -0.533
H11 2.805 -1.090 -2.037
H12 0.613 -1.048 -1.618

E_HOMO	-13.5	eV
energy relative to the best compared isomer or geometry (same formula, charge and spin)	90.5	kJ/mol
charge	+1
HOMO-LUMO gap	8.99	eV

Mulliken population analysis, charges in e, atoms 1 to 6: -0.519, 0.006, -0.441, -0.644, -0.830, -0.142


Max |F|: 0.149, 0.127, 0.095, 0.047, 0.085, 0.222, 0.072, 0.061 (Eh/bohr)